# 1
# C3H5N2O2

An isolated ion of composition C3H5N2O2 and charge +1 in a non-equilibrium geometry (ωB97M-V/def2-TZVPD, OMol25).

Strongest force on any atom = 0.0947 Eh/bohr
HOMO-LUMO gap = 7.978 eV
Charge = +1
SMILES = C/C(=C/[NH+]=O)N=O
ΔE to the lowest compared entry with this formula, charge and spin = 136.5 kcal/mol
Energy = -10253.7578 eV

Last column: Mulliken charge in e.
Atoms and positions in Å:
1 C -0.0302 -1.1183 -0.2802  -0.585
2 C -0.0745 0.2376 0.0616  1.076
3 C -1.3140 1.1753 0.0110  -1.134
4 N 1.1324 -1.6462 -0.1934  0.253
5 N 0.8946 0.8851 0.5143  0.436
6 O 1.5967 1.6706 0.9084  -0.269
7 O 2.2140 -1.1130 0.1197  -0.523
8 H -0.9383 -1.7017 -0.6976  0.361
9 H -1.9515 0.8622 -0.7648  0.386
10 H -1.0488 2.2192 -0.2977  0.384
11 H -1.7946 1.2046 1.0950  0.312
12 H 1.3143 -2.6754 -0.4762  0.302

# 2
# C4H6N

An isolated ion of composition C4H6N and charge +1 in a non-equilibrium geometry (ωB97M-V/def2-TZVPD, OMol25).

Strongest force on any atom = 0.0994 Eh/bohr
HOMO-LUMO gap = 11.416 eV
Charge = +1
SMILES = C1[C@]23C[C@]12[NH2+]3
ΔE to the lowest compared entry with this formula, charge and spin = 75.3 kcal/mol
Energy = -5723.5346 eV

Last column: Mulliken charge in e.
Atoms and positions in Å:
1 C -1.2190 -0.5065 -0.0049  -0.327
2 C 1.1535 -0.6501 -0.0016  -0.282
3 C 0.0004 -0.0842 0.8648  0.096
4 C -0.0237 0.0027 -0.8104  0.041
5 N 0.0629 1.2133 -0.0274  -0.152
6 H -1.4146 -1.5369 -0.0285  0.246
7 H -2.0992 0.0070 -0.0215  0.254
8 H 2.1700 -0.3093 0.0062  0.289
9 H 1.0636 -1.8345 -0.1815  0.226
10 H -0.6691 1.9483 0.1672  0.307
11 H 0.9753 1.7501 0.0375  0.302

# 3
# C15H21N5O3S2

One molecule with the formula C15H21N5O3S2 in a non-equilibrium geometry (ωB97M-V/def2-TZVPD, OMol25).

Strongest force on any atom = 0.0242 Eh/bohr
HOMO-LUMO gap = 8.713 eV
SMILES = CCOC(=O)c1sc(NC(=O)CSc2n[nH]c(CC(C)C)n2)nc1C
ΔE to the lowest compared entry with this formula, charge and spin = 0.4 kcal/mol
Energy = -51160.6867 eV

Last column: Mulliken charge in e.
Atoms and positions in Å:
1 C 0.2373 4.6048 -6.0366  -1.085
2 C 1.4647 5.0117 -5.2341  -0.291
3 H 1.3758 6.0533 -4.9080  0.323
4 H 2.3794 4.8782 -5.8152  0.304
5 O 1.6344 4.1835 -4.0851  -0.337
6 C 0.9303 4.5090 -2.9903  0.494
7 O 0.1882 5.4603 -2.9169  -0.639
8 C 1.1995 3.5683 -1.9124  1.106
9 C 0.7189 3.5527 -0.6234  -0.491
10 N 1.1841 2.5355 0.1407  -0.270
11 C 1.9960 1.7637 -0.5006  0.394
12 N 2.6332 0.6702 -0.0054  -0.054
13 C 2.5645 0.0778 1.2483  0.426
14 O 3.2749 -0.8634 1.4823  -0.611
15 C 1.5908 0.7041 2.2089  -0.588
16 H 2.0237 1.6028 2.6474  0.510
17 H 0.6641 0.9662 1.7021  0.358
18 S 1.2296 -0.4328 3.5813  -0.238
19 C 0.5401 -1.7061 2.6359  0.336
20 N 0.3264 -1.6122 1.3366  -0.461
21 N -0.2031 -2.8159 1.0324  -0.117
22 C -0.2850 -3.5745 2.1463  0.627
23 N 0.1731 -2.8912 3.1703  -0.636
24 C -0.8438 -4.9446 2.1857  -0.771
25 H -0.9266 -5.3364 1.1693  0.292
26 H -0.1595 -5.5764 2.7539  0.365
27 C -2.2229 -4.9638 2.8694  0.651
28 C -2.7047 -6.4025 3.0266  -1.556
29 H -2.8113 -6.8781 2.0534  0.343
30 H -2.0005 -6.9822 3.6183  0.378
31 H -3.6703 -6.4248 3.5257  0.405
32 C -3.2322 -4.1435 2.0706  -1.393
33 H -3.3494 -4.5512 1.0677  0.307
34 H -2.9120 -3.1070 1.9906  0.360
35 H -4.2028 -4.1598 2.5602  0.414
36 H -2.1067 -4.5138 3.8597  0.297
37 H -0.4571 -3.0311 0.0818  0.234
38 H 3.2743 0.2053 -0.6393  0.239
39 S 2.2857 2.2313 -2.1715  -0.232
40 C -0.2283 4.5266 -0.0271  -1.317
41 H 0.2292 4.9888 0.8456  0.305
42 H -1.1237 4.0045 0.3057  0.305
43 H -0.4929 5.2869 -0.7543  0.332
44 H 0.3023 3.5563 -6.3178  0.299
45 H 0.1732 5.2114 -6.9352  0.375
46 H -0.6612 4.7579 -5.4435  0.306